The following is a DFT calculation (ωB97M-V/def2-TZVPD) of a molecular structure, C26H76AgN17O16.

```
136
Properties=species:S:1:pos:R:3:lowdin_charge:R:1
Ag -0.80312 -5.52661 -3.89768 0.96
O -1.05081 6.25380 -1.67415 -0.08
O -4.58014 -4.23018 -4.77834 0.02
O 1.26823 -6.60088 -0.83560 -0.01
O 7.43243 0.01214 4.78135 -0.01
O 3.03747 -4.68477 -4.76940 0.05
O -0.63142 -1.89795 -1.72901 0.02
O -4.57398 3.37166 -4.56775 0.03
O 5.04013 2.93757 -5.58022 -0.09
O 4.56723 5.12894 -3.69084 -0.08
O 0.81369 9.17011 -2.72416 -0.07
O -9.30129 -3.06470 4.42370 -0.07
O -0.60802 -3.00612 -7.06079 0.04
O -4.94665 1.15849 6.16250 0.04
O -1.05343 4.89901 4.73095 0.03
O -3.31704 -6.89145 -1.00065 0.00
O -7.32184 -2.99597 2.20684 -0.08
N -3.04603 0.24311 6.65715 0.16
N 3.87312 -2.99522 -3.71644 0.15
N -6.23018 -3.04081 -3.79966 0.17
N -4.80869 -7.96640 0.21383 0.16
N -4.54438 0.36054 8.19051 0.17
N -0.26239 -0.85907 -6.82846 0.16
N -2.45220 4.24465 3.07172 0.15
N -6.06331 -3.37419 -5.95614 0.19
N -3.97290 -6.09619 1.02088 0.15
N -4.56232 1.27297 -4.94861 0.17
N 1.39689 -5.40380 1.07249 0.15
N -0.58602 5.34198 2.62287 0.16
N -5.86829 1.94502 -3.39658 0.17
N 6.49505 0.73356 4.08443 -0.15
N -0.91420 -1.57233 -8.78509 0.16
N 5.21934 -4.32196 -4.85696 0.18
N 2.38859 -7.37931 0.96399 0.16
C -0.56311 -1.90715 -7.52491 -0.80
C -1.69058 -1.06712 0.22718 -0.08
C -1.38114 -0.80963 -1.22224 -0.51
C -1.32289 4.82098 3.54834 -0.78
C 7.08385 3.08908 4.85143 -0.02
C 4.44962 2.39049 2.90716 -0.19
C 0.45038 7.81207 -2.46023 -0.27
C -7.71898 -1.89864 2.96477 -0.26
C 6.94279 2.13136 3.63678 -0.43
C -4.96092 2.25112 -4.27333 -0.84
C 4.01231 -4.09189 -4.47112 -0.83
C 4.24333 0.96586 3.28144 -0.19
C 1.57801 -6.50914 0.35418 -0.74
C 3.77988 3.14700 -4.88621 -0.22
C 8.26872 2.03080 2.87230 -0.04
C 3.94610 3.84135 -3.52325 -0.22
C -5.57821 -3.55977 -4.84488 -0.85
C -0.77706 0.61764 -1.29173 -0.05
C -0.93347 7.65618 -1.84565 -0.23
C 5.07760 0.36757 4.38425 -0.48
C -4.24859 0.60289 6.96078 -0.84
C -8.20412 -2.15829 4.44578 -0.21
C 4.70951 1.10641 5.64643 -0.04
C 5.93507 2.51223 2.49083 -0.13
C -4.00798 -6.94813 0.00328 -0.77
C 4.88584 -1.19499 4.52284 -0.02
H 3.18806 0.79024 3.49036 0.12
H -9.04343 -3.93412 4.73869 0.08
H -0.67002 -0.60850 -8.96255 0.10
H -2.98735 3.90134 3.85648 0.11
H -2.72390 -0.48192 7.28218 0.11
H 0.17182 5.93380 2.93193 0.12
H 7.69896 3.94712 4.58035 0.08
H -3.17975 -5.48952 1.17242 0.11
H -5.49143 0.50852 8.50878 0.12
H 3.05543 3.79708 -2.89647 0.11
H 0.06966 0.75968 -0.62017 0.08
H 1.18345 7.34437 -1.80299 0.11
H 6.04905 1.87767 1.61195 0.12
H -0.25730 -1.12158 -5.85318 0.12
H -4.81999 0.31759 -4.74625 0.11
H -2.34492 -1.91668 0.42259 0.08
H 0.95633 -4.68704 0.51367 0.11
H 6.02592 -3.78644 -4.56932 0.12
H 3.93159 -1.56116 4.90158 0.08
H 3.83150 0.71224 6.15812 0.08
H 5.24797 -5.09517 -5.50613 0.13
H 5.53161 -1.64466 5.27709 0.07
H -1.65937 8.07268 -2.54401 0.13
H -6.81848 -1.29235 3.06282 0.11
H -7.01837 -3.04595 -5.97088 0.13
H -6.09560 2.65623 -2.71642 0.13
H -0.86605 -1.10064 0.93932 0.09
H 5.44630 0.80786 6.39216 0.09
H 1.74355 9.13365 -2.96001 0.08
H -3.94961 -0.11071 8.85704 0.11
H 4.72459 2.98513 -6.48563 0.07
H -2.63192 0.45106 5.75973 0.12
H 0.70041 7.23285 -3.34910 0.12
H -1.20743 -2.25751 -9.46675 0.12
H -0.92831 5.38700 1.67371 0.10
H 6.10687 3.54367 2.18308 0.12
H -1.57220 5.97065 -2.42884 0.08
H -3.83091 1.45487 -5.62096 0.13
H 8.67931 1.05144 2.62659 0.08
H -6.21179 0.99522 -3.39634 0.10
H 1.71214 -5.32942 2.02914 0.11
H 5.28543 -1.78302 3.69662 0.08
H 2.55465 -7.99157 0.17808 0.11
H 3.76445 2.78392 2.15625 0.11
H 4.64069 2.18205 5.48411 0.07
H 7.91682 -0.34307 4.03248 0.09
H -5.94574 -3.36126 -2.88505 0.11
H 3.22561 3.78818 -5.57161 0.12
H 5.48396 4.98606 -3.93741 0.08
H -0.95819 8.11717 -0.85824 0.12
H -5.12113 -8.09704 1.16536 0.11
H 8.22365 2.63220 1.96434 0.08
H -0.45976 0.02525 -7.27468 0.11
H 4.67968 3.35633 -2.87927 0.11
H -8.13400 -3.40752 1.90252 0.08
H -4.86789 -5.87485 1.43330 0.11
H -7.30770 -2.60049 4.88052 0.11
H 4.20694 3.06511 3.72819 0.10
H -2.17113 -0.22279 0.72144 0.08
H -0.63108 0.90815 -2.33212 0.07
H -5.63748 -3.81408 -6.75942 0.14
H -2.73383 4.19866 2.10287 0.10
H -1.50644 1.28084 -0.82668 0.07
H 2.96542 -2.90848 -3.28208 0.10
H -8.47222 -1.41265 2.34464 0.12
H -2.31232 -0.77532 -1.78778 0.14
H 4.31317 0.36848 2.37240 0.12
H 6.10711 3.50325 5.10151 0.06
H 9.06836 2.34775 3.54179 0.08
H 7.39231 2.51597 5.72579 0.09
H -8.38875 -1.23491 4.99477 0.12
H 4.65624 -2.88141 -3.08885 0.10
H -5.01386 -8.56427 -0.57393 0.12
H 2.94398 -7.21885 1.79218 0.11
H -6.85810 -2.25391 -3.88102 0.10
H 3.33546 2.15421 -4.81573 0.11
```

Highest occupied orbital energy (spin up / spin down) = -9.00 / -9.00 eV
E = -90274.22892 eV
Total charge = +1
Spin multiplicity = 2
Orbital gap (spin up / spin down) = 0.15952 / 0.15940 Ha

***

The following is a DFT calculation (ωB97M-V/def2-TZVPD) of 11 unconnected molecules or ions with the total composition C26H77N3O11.

```
117
Properties=species:S:1:pos:R:3:lowdin_charge:R:1
O -0.03326 -3.53146 -3.40302 -0.09
O 0.53499 -0.16149 5.52872 -0.13
O -1.92442 3.10362 -1.47975 -0.06
O -3.82907 -3.41612 -2.45526 -0.21
O 4.81101 2.95192 -2.31925 -0.24
O 0.05265 1.83496 0.21960 -0.10
O 3.74167 5.49665 -0.49211 -0.07
O -0.47233 -2.89200 4.78639 -0.10
O 3.73100 1.18437 3.72836 -0.19
O -3.71049 1.13297 -2.38283 -0.13
O -0.30638 -0.49225 -3.45444 -0.10
N 5.09807 -0.23777 1.63313 0.04
N 2.96458 1.62837 -0.71300 0.08
N -4.06087 -4.81486 0.06708 0.05
C 3.76094 -0.63173 2.19616 -0.43
C -0.36005 -3.94784 -2.04212 -0.27
C 3.56595 -0.21752 3.61000 -0.24
C 2.70782 5.71698 0.45220 -0.33
C -6.11653 -3.50958 0.38450 -0.06
C -4.52235 0.87918 -1.18963 -0.32
C -2.05958 -3.17218 2.85289 -0.09
C 3.12497 1.33359 -2.14232 -0.45
C 0.59164 -3.16950 -1.14658 -0.08
C 4.00012 1.58670 5.07306 -0.10
C -5.97266 1.06551 -1.48203 -0.10
C -1.54419 0.02613 0.13060 -0.07
C 4.54463 1.59518 -2.55432 -0.22
C 3.65155 -2.16052 2.11095 -0.05
C -1.26565 1.36654 -4.55213 -0.08
C 1.29890 5.77004 -0.05886 -0.09
C -0.65163 -3.21818 3.35027 -0.27
C 2.10821 2.06849 -2.90520 -0.07
C -4.57316 -2.92470 -1.38199 -0.25
C -0.15549 0.75431 4.58482 -0.31
C -0.44832 1.99307 5.33757 -0.10
C -5.11717 -4.07213 -0.59091 -0.45
C -0.05960 0.44256 0.36166 -0.29
C -3.84346 -2.68463 -3.71369 -0.04
C 6.18643 3.31338 -2.17846 -0.07
C -0.90610 -0.06557 -4.69514 -0.30
H 6.73823 2.96564 -3.09061 0.10
H 3.98139 -2.48770 1.14889 0.07
H 5.72209 -1.01266 1.82673 0.05
H -1.70490 1.78783 -5.47914 0.09
H -4.82036 -2.26142 -3.89882 0.08
H -0.25273 -1.46768 -3.51332 0.04
H 2.64427 -2.49352 2.31067 0.07
H 0.47620 -1.04186 5.07291 0.05
H -1.96103 4.07485 -1.51305 0.06
H 6.66076 2.73747 -1.36275 0.09
H 5.44276 0.59740 2.19742 0.10
H -4.17325 1.53330 -0.38482 0.11
H -1.93598 -3.30753 1.75226 0.07
H -3.70182 -4.26838 0.84311 0.04
H -6.19237 2.11969 -1.52906 0.07
H 4.39974 2.64476 5.06509 0.10
H -6.49677 -4.31714 0.98767 0.07
H -1.07330 2.73396 4.75227 0.10
H -0.18184 -2.33474 2.91881 0.09
H 2.57238 -0.54053 3.96982 0.11
H -1.79903 -0.61297 -4.83798 0.08
H 2.67985 4.93944 1.20338 0.10
H 1.15144 1.88552 -2.41398 0.07
H -5.56561 -4.78991 -1.29356 0.15
H 3.11296 1.68083 5.70541 0.07
H 3.55586 2.46675 -0.54796 0.08
H -2.62367 -2.33292 3.19882 0.08
H -5.37244 -2.26897 -1.74825 0.12
H -0.59667 -4.08849 -3.95836 0.09
H -3.59763 -3.39525 -4.51305 0.09
H 2.89873 0.26462 -2.30620 0.15
H 1.03167 4.90266 -0.63213 0.05
H -0.99832 0.22868 4.18614 0.09
H -4.35675 -0.16943 -0.94582 0.07
H -0.95403 1.74760 6.29868 0.09
H -0.63994 -3.69410 5.27774 0.08
H 0.46648 -2.13219 -1.37878 0.03
H -3.10612 -1.87543 -3.72158 0.07
H -5.67475 -2.78270 1.04225 0.07
H -1.76444 -1.07928 0.30393 0.07
H -0.16392 -0.24930 -5.45578 0.11
H 1.96953 1.78590 -3.93915 0.08
H -3.29317 -4.91389 -0.62531 0.08
H 3.51703 0.93393 -0.21733 0.05
H -2.19717 0.64207 0.75803 0.07
H 6.15657 4.35048 -1.89936 0.08
H -6.56542 0.61327 -0.66719 0.08
H -0.16206 -4.97763 -1.84210 0.11
H 0.16723 0.25334 1.41445 0.09
H 2.96351 6.59995 1.02290 0.11
H 3.76125 4.58926 -0.83425 0.05
H 3.02538 -0.13776 1.56192 0.11
H -1.32769 -3.59043 -1.80097 0.08
H -0.07411 -4.13167 3.12466 0.12
H 5.24894 0.95812 -1.98287 0.12
H -3.94328 -2.18906 -0.90534 0.11
H 4.85396 1.34513 -3.65234 0.16
H 1.17271 6.59036 -0.76281 0.07
H 0.47720 2.50141 5.62801 0.07
H 0.61919 -0.08963 -0.31290 0.10
H 1.67555 -3.39410 -1.32326 0.09
H 2.34845 3.16039 -2.84745 0.10
H 0.92334 2.02469 -0.06466 0.01
H 4.32543 -2.63408 2.80175 0.07
H -2.63206 -4.05921 3.07147 0.07
H -6.98074 -3.04747 -0.13233 0.09
H 0.54402 0.94666 3.72581 0.11
H -3.13114 1.89874 -2.17966 0.02
H -1.92812 1.53002 -3.69934 0.05
H -0.37289 1.96758 -4.35365 0.06
H 4.74371 0.92666 5.53766 0.08
H 0.35488 -3.35133 -0.06836 0.08
H 4.30981 -0.82152 4.23784 0.15
H -1.35052 2.82714 -0.72045 0.04
H -1.90781 0.18295 -0.92035 0.07
H 0.55008 5.93421 0.70140 0.07
H -6.21113 0.54417 -2.44646 0.09
```

Energy relative to the best compared isomer or geometry (same formula, charge and spin) = 0.0 kJ/mol
Highest occupied orbital energy = -9.38 eV
E = -55199.68204 eV
Structure (SMILES) = COC[C@H](C)N.COC[C@H](C)N.COC[C@H](C)N.CCO.CCO.CCO.CCO.CCO.CCO.CCO.O
Orbital gap = 0.36397 Ha